Entry 1:
The following is a quantum chemistry calculation of C6H9N as an isolated structure, from OMol25.

## Properties
LUMO energy	1.1	eV

CARTESIAN COORDINATES (ANGSTROEM)
C -0.597 0.724 1.850
N -0.085 0.321 0.623
C 1.153 0.260 -0.068
C 0.899 -0.866 -1.094
C -0.476 -1.364 -0.662
C -0.799 0.332 -0.626
C 0.523 0.545 -1.405
H -0.004 0.298 2.662
H -1.634 0.357 1.957
H -0.610 1.818 1.898
H 2.094 0.509 0.403
H 1.695 -1.423 -1.572
H -0.343 -1.959 0.285
H -1.115 -1.913 -1.324
H -1.514 1.206 -0.672
H 0.814 1.156 -2.253

---

Entry 2:
The following is a quantum chemistry calculation of C6H9N as an isolated structure, from OMol25.

## Properties
LUMO energy	1.2	eV

CARTESIAN COORDINATES (ANGSTROEM)
C 2.025 0.337 -0.093
N 0.894 -0.531 -0.323
C -0.010 -1.027 0.701
C -1.259 -0.107 0.856
C -1.057 1.077 -0.051
C -0.283 0.009 -0.992
C -1.138 -1.089 -0.265
H 1.761 1.297 0.372
H 2.487 0.532 -1.070
H 2.771 -0.178 0.521
H 0.287 -1.730 1.472
H -1.878 -0.194 1.744
H -0.715 2.004 0.444
H -1.941 1.345 -0.639
H -0.183 0.160 -2.071
H -1.762 -1.904 -0.605

---

no.,Kohn-Sham gap (eV)
1,7.99
2,9.52